Record 1
ORCA calculation (the ωB97M-V functional and the def2-TZVPD basis) on a cluster of 11 separate species, C19H62N16O13 in total in a non-equilibrium geometry.

Summary:
structure (SMILES)	COC[C@H](C)N.COC[C@H](C)N.NC(N)=O.NC(N)=O.NC(N)=O.NC(N)=O.NC(N)=O.NC(N)=O.NC(N)=O.OCCO.OCCO
maximum force	7.5	eV Å⁻¹
energy above the lowest of the compared OMol25 structures with the same formula, charge and spin	0.0	kcal per mole
highest occupied orbital energy	-8.587	eV

ORCA input file:
```
! wB97M-V def2-TZVPD RIJCOSX def2/J DEFGRID3
* xyz 0 1
C 0.589 4.058 -3.299
C 1.356 2.791 -3.577
C 1.123 2.249 -4.992
O -0.271 1.841 -5.106
C -0.630 0.613 -4.460
N 2.722 3.099 -3.386
H 0.992 4.798 -3.991
H 0.688 4.593 -2.355
H -0.484 3.885 -3.384
H 1.004 2.049 -2.860
H 1.732 1.364 -5.173
H 1.340 2.984 -5.767
H -1.297 0.092 -5.147
H -1.350 0.750 -3.654
H 0.164 -0.040 -4.098
H 3.039 3.617 -4.194
H 2.941 3.718 -2.619
C -2.403 2.205 -1.340
C -3.391 1.145 -0.778
C -3.254 -0.142 -1.498
O -3.941 -0.190 -2.774
C -3.623 -1.401 -3.478
N -3.134 0.939 0.559
H -2.724 3.214 -1.079
H -2.338 2.197 -2.428
H -1.387 2.130 -0.952
H -4.442 1.306 -1.020
H -3.814 -0.905 -0.957
H -2.205 -0.440 -1.505
H -3.805 -2.266 -2.841
H -2.587 -1.402 -3.818
H -4.144 -1.489 -4.431
H -3.162 1.838 1.020
H -2.170 0.662 0.672
C 0.245 0.150 1.439
C 1.096 -0.239 0.218
O 0.392 0.191 -0.922
O -1.019 -0.469 1.384
H 0.120 1.227 1.548
H 0.851 -0.073 2.317
H 1.223 -1.321 0.191
H 2.089 0.209 0.238
H -0.496 -0.163 -1.006
H -0.940 -1.425 1.364
C -2.213 4.091 4.108
C -1.355 3.619 2.885
O -2.044 3.668 1.685
O -2.123 5.511 4.177
H -1.655 3.685 4.951
H -3.203 3.635 4.104
H -1.106 2.559 2.931
H -0.393 4.052 2.611
H -1.941 4.542 1.300
H -2.764 5.864 3.556
C 4.727 0.005 -3.132
O 5.228 0.597 -4.030
N 5.189 -1.196 -2.677
N 3.608 0.425 -2.564
H 6.083 -1.391 -3.104
H 4.969 -1.532 -1.750
H 3.264 1.359 -2.735
H 3.231 -0.021 -1.740
C 4.008 -2.682 0.595
O 3.866 -1.699 -0.068
N 3.395 -2.988 1.700
N 4.682 -3.638 0.027
H 3.668 -3.866 2.118
H 3.133 -2.230 2.314
H 4.719 -4.519 0.519
H 5.101 -3.623 -0.892
C 0.985 -3.004 -2.929
O 0.480 -2.943 -4.009
N 0.859 -4.013 -2.110
N 1.946 -2.228 -2.500
H 0.223 -4.725 -2.440
H 1.142 -4.074 -1.142
H 2.267 -2.213 -1.542
H 2.195 -1.503 -3.157
C 3.152 2.427 2.704
O 3.835 1.817 3.548
N 3.139 2.275 1.454
N 2.277 3.311 2.955
H 2.403 2.737 0.940
H 3.938 1.786 1.077
H 1.995 3.613 3.876
H 1.994 3.848 2.147
C -0.126 -3.544 2.375
O -0.760 -3.123 1.396
N 0.006 -2.758 3.382
N 0.427 -4.665 2.441
H -0.616 -1.985 3.192
H 0.565 -2.804 4.223
H 0.694 -5.075 1.557
H 0.928 -4.780 3.311
C -4.144 -3.873 0.864
O -3.736 -5.005 0.642
N -5.381 -3.491 0.720
N -3.434 -2.873 1.292
H -6.055 -4.162 0.380
H -5.565 -2.541 1.006
H -3.856 -1.995 1.559
H -2.432 -3.002 1.267
C -2.127 -0.694 5.006
O -2.795 -1.313 4.198
N -1.303 0.306 4.632
N -1.946 -0.978 6.285
H -0.693 0.879 5.197
H -1.386 0.430 3.633
H -1.301 -0.560 6.940
H -2.562 -1.679 6.671
*
```

Record 2
ORCA calculation (the ωB97M-V functional and the def2-TZVPD basis) on a structure of composition C33H75F3MgNO13S6 in a non-equilibrium geometry.

Summary:
maximum force	4.5	eV Å⁻¹
expectation value of S²	0.757
highest occupied orbital energy (spin up / spin down)	-11.823 / -11.823	eV

ORCA input file:
```
! wB97M-V def2-TZVPD RIJCOSX def2/J DEFGRID3
* xyz 2 2
Mg -2.267 2.490 0.089
C 0.048 0.303 0.125
O -1.128 -0.444 0.424
O -0.513 1.596 -0.089
C 1.093 0.040 1.239
F 0.666 0.392 2.425
F 1.599 -1.210 1.333
F 2.157 0.790 1.005
C -1.296 -1.815 -0.080
C -2.558 -2.456 0.424
H -3.387 -1.921 -0.042
H -2.487 -3.506 0.139
H -2.631 -2.480 1.511
H -0.514 -2.473 0.299
H -1.311 -1.858 -1.169
H 0.390 -0.070 -0.841
C 0.500 -2.496 4.060
C -0.553 -3.514 3.953
N -1.395 -4.274 3.913
H 1.215 -2.575 3.241
H 0.978 -2.545 5.039
H 0.099 -1.487 3.965
C 0.713 0.182 -3.565
S 0.735 0.463 -5.385
O -0.722 0.235 -5.761
C 0.914 2.311 -5.457
H 1.543 0.581 -2.982
H 0.577 -0.866 -3.299
H -0.159 0.720 -3.192
H 1.947 2.473 -5.149
H 0.219 2.876 -4.836
H 0.868 2.721 -6.465
C 0.072 6.302 1.369
S -0.808 4.793 2.029
O -1.431 4.141 0.822
C 0.792 3.908 2.222
H -0.613 6.848 0.721
H 0.839 6.016 0.648
H 0.432 6.996 2.128
H 0.594 2.969 2.739
H 1.521 4.506 2.768
H 1.130 3.617 1.228
C -1.775 2.024 4.471
S -3.108 1.653 3.270
O -2.504 2.039 1.914
C -3.015 -0.161 3.268
H -2.175 1.677 5.423
H -1.635 3.104 4.510
H -0.834 1.596 4.126
H -2.082 -0.492 2.812
H -3.793 -0.687 2.715
H -3.182 -0.485 4.295
C 0.188 4.546 -2.261
S -1.634 4.253 -2.685
O -2.179 3.154 -1.752
C -2.134 5.926 -2.064
H 0.237 4.722 -1.186
H 0.707 5.347 -2.787
H 0.796 3.649 -2.385
H -1.844 6.720 -2.752
H -1.661 6.186 -1.117
H -3.199 6.097 -1.904
C 3.484 1.893 -1.777
S 4.188 0.230 -1.333
O 3.103 -0.705 -1.918
C 5.663 0.313 -2.386
H 3.399 1.991 -2.860
H 4.078 2.710 -1.369
H 2.469 1.933 -1.382
H 6.231 -0.591 -2.164
H 6.272 1.176 -2.116
H 5.456 0.624 -3.409
C -2.982 0.232 -3.086
S -4.120 0.322 -1.629
O -3.387 1.073 -0.557
C -5.301 1.541 -2.332
H -3.312 -0.303 -3.976
H -2.088 -0.298 -2.757
H -2.697 1.225 -3.435
H -4.798 2.504 -2.426
H -6.199 1.588 -1.716
H -5.588 1.222 -3.334
C -2.456 -3.012 -3.991
C -2.409 -2.980 -5.458
O -3.459 -2.934 -6.107
C -1.028 -3.072 -6.097
H -2.601 -4.008 -3.574
H -3.323 -2.473 -3.610
H -1.530 -2.532 -3.676
H -1.040 -3.242 -7.173
H -0.601 -4.027 -5.791
H -0.351 -2.263 -5.823
C 0.427 -5.512 0.559
C 0.963 -4.576 -0.513
O 0.275 -4.241 -1.456
C 2.287 -3.856 -0.295
H -0.006 -5.022 1.431
H 1.265 -6.146 0.849
H -0.400 -6.079 0.130
H 2.361 -3.406 0.695
H 2.383 -3.129 -1.101
H 3.030 -4.617 -0.533
C -4.510 -5.558 1.999
C -4.584 -7.015 2.504
O -4.633 -7.198 3.714
C -4.778 -8.167 1.558
H -3.478 -5.224 2.104
H -5.184 -4.995 2.644
H -4.817 -5.547 0.953
H -4.476 -9.171 1.857
H -4.222 -8.032 0.630
H -5.862 -8.201 1.457
C 3.893 -0.397 3.560
C 4.172 -0.661 5.013
O 5.214 -1.201 5.383
C 3.094 -0.277 6.016
H 3.451 0.573 3.333
H 3.142 -1.088 3.177
H 4.819 -0.540 3.004
H 3.584 -0.272 6.990
H 2.307 -1.030 6.071
H 2.570 0.657 5.816
C 5.840 4.597 0.624
C 4.558 4.333 1.384
O 3.741 5.191 1.557
C 4.264 2.898 1.797
H 6.455 5.362 1.099
H 5.659 4.777 -0.435
H 6.419 3.674 0.619
H 3.377 2.856 2.429
H 5.149 2.560 2.337
H 4.134 2.394 0.839
*
```

Record 3
ORCA calculation (the ωB97M-V functional and the def2-TZVPD basis) on the molecule CH2O2 in a non-equilibrium geometry.

Summary:
structure (SMILES)	O=CO
maximum force	9.9	eV Å⁻¹
energy above the lowest of the compared OMol25 structures with the same formula, charge and spin	21.5	kcal per mole
highest occupied orbital energy	-10.518	eV

ORCA input file:
```
! wB97M-V def2-TZVPD RIJCOSX def2/J DEFGRID3
* xyz 0 1
C -0.023 -0.277 -0.057
H -1.133 -0.283 1.195
H -0.176 -1.428 0.081
O -0.767 0.395 0.681
O 0.947 0.027 -0.798
*
```

Record 4
ORCA calculation (the ωB97M-V functional and the def2-TZVPD basis) on the molecule C4H6BrF in a non-equilibrium geometry.

Summary:
structure (SMILES)	C[C@H]1C[C@]1(F)Br
maximum force	4.7	eV Å⁻¹
energy above the lowest of the compared OMol25 structures with the same formula, charge and spin	16.8	kcal per mole
highest occupied orbital energy	-9.580	eV

ORCA input file:
```
! wB97M-V def2-TZVPD RIJCOSX def2/J DEFGRID3
* xyz 0 1
C 0.356 -1.259 0.190
C -0.445 -0.023 0.442
C 1.139 -0.039 0.355
C -1.125 0.781 -0.648
F 1.699 0.439 -0.767
Br 2.320 0.372 1.809
H 0.501 -1.800 1.025
H 0.244 -1.708 -0.764
H -0.950 0.073 1.302
H -0.426 1.010 -1.578
H -1.306 1.869 -0.406
H -2.007 0.285 -0.960
*
```

Record 5
ORCA calculation (the ωB97M-V functional and the def2-TZVPD basis) on a cluster of 3 separate species, C13H18F3NO5 in total in a non-equilibrium geometry.

Summary:
structure (SMILES)	O=C1C[C@@H](C(F)(F)F)CN1.O=C1CCCO1.O=C1CCCO1
maximum force	4.6	eV Å⁻¹
highest occupied orbital energy	-10.010	eV

ORCA input file:
```
! wB97M-V def2-TZVPD RIJCOSX def2/J DEFGRID3
* xyz 0 1
O -2.475 3.573 -6.397
C -2.060 2.553 -5.833
C -0.653 2.240 -5.104
C -1.268 1.592 -3.748
C -1.236 2.456 -2.409
F 0.051 2.285 -1.825
F -1.361 3.846 -2.673
F -2.279 2.073 -1.529
C -2.799 1.200 -4.077
N -2.791 1.254 -5.596
H 0.004 1.519 -5.713
H -0.105 3.239 -5.009
H -0.578 0.715 -3.517
H -3.152 0.232 -3.603
H -3.370 2.161 -3.837
H -2.067 0.528 -5.768
O 2.512 -0.216 -1.225
C 2.476 -0.030 -0.036
O 3.346 -0.587 0.847
C 2.952 -0.245 2.184
C 2.110 1.002 2.044
C 1.454 0.801 0.694
H 2.390 -1.080 2.606
H 3.839 -0.072 2.796
H 1.400 1.136 2.862
H 2.756 1.885 2.010
H 0.524 0.232 0.773
H 1.284 1.749 0.185
O 2.422 -2.220 4.269
C 1.251 -2.491 4.337
O 0.326 -1.713 4.961
C -0.942 -2.380 4.950
C -0.864 -3.364 3.806
C 0.604 -3.738 3.797
H -1.084 -2.875 5.915
H -1.740 -1.649 4.807
H -1.533 -4.217 3.925
H -1.120 -2.863 2.867
H 0.817 -4.570 4.472
H 0.957 -3.959 2.790
*
```

Record 6
ORCA calculation (the ωB97M-V functional and the def2-TZVPD basis) on the molecule C22H30NO5P in a non-equilibrium geometry.

Summary:
structure (SMILES)	CC(C)COP(=O)(OCC(C)C)[C@@H](Nc1ccccc1)c1ccc2c(c1)OCO2
maximum force	1.4	eV Å⁻¹
energy above the lowest of the compared OMol25 structures with the same formula, charge and spin	0.0	kcal per mole
highest occupied orbital energy	-7.929	eV

ORCA input file:
```
! wB97M-V def2-TZVPD RIJCOSX def2/J DEFGRID3
* xyz 0 1
C 1.026 3.501 -0.906
H -0.020 3.207 -0.869
H 1.196 4.291 -0.177
H 1.236 3.890 -1.899
C 1.911 2.296 -0.610
C 3.391 2.664 -0.685
H 4.014 1.787 -0.520
H 3.636 3.411 0.067
H 3.625 3.072 -1.664
C 1.599 1.724 0.773
H 2.322 0.939 1.021
H 1.666 2.514 1.530
O 0.284 1.214 0.910
P -0.443 0.126 -0.030
O -0.577 0.456 -1.455
O -1.826 0.008 0.754
C -2.997 0.560 0.169
C -3.088 2.067 0.398
C -4.307 2.633 -0.324
H -4.250 2.430 -1.390
H -4.365 3.708 -0.179
H -5.218 2.183 0.065
C -3.131 2.382 1.889
H -2.265 1.949 2.383
H -3.125 3.457 2.052
H -4.032 1.967 2.337
H -2.178 2.505 -0.029
H -3.835 0.035 0.637
H -2.994 0.350 -0.906
H 1.698 1.516 -1.345
C 0.303 -1.557 0.298
N -0.377 -2.496 -0.561
C -1.727 -2.765 -0.345
C -2.235 -3.025 0.928
C -3.567 -3.346 1.096
C -4.419 -3.429 0.008
C -3.919 -3.194 -1.262
C -2.589 -2.865 -1.437
H -2.206 -2.671 -2.430
H -4.570 -3.259 -2.121
H -5.460 -3.678 0.147
H -3.944 -3.537 2.091
H -1.589 -2.977 1.791
H -0.202 -2.275 -1.536
C 1.774 -1.498 0.023
C 2.231 -1.163 -1.244
C 3.589 -1.050 -1.533
C 4.469 -1.285 -0.505
C 4.020 -1.627 0.772
C 2.683 -1.743 1.060
H 2.350 -2.006 2.050
O 5.095 -1.800 1.601
C 6.238 -1.571 0.805
O 5.837 -1.232 -0.506
H 6.828 -0.745 1.234
H 6.857 -2.482 0.778
H 3.938 -0.784 -2.516
H 1.518 -0.967 -2.029
H 0.123 -1.814 1.342
*
```

Record 7
ORCA calculation (the ωB97M-V functional and the def2-TZVPD basis) on a structure of composition C5H14N3 in a non-equilibrium geometry.

Summary:
maximum force	4.5	eV Å⁻¹
energy above the lowest of the compared OMol25 structures with the same formula, charge and spin	64.0	kcal per mole
highest occupied orbital energy	-14.098	eV

ORCA input file:
```
! wB97M-V def2-TZVPD RIJCOSX def2/J DEFGRID3
* xyz 1 1
C -1.107 0.774 -1.105
C -0.318 -1.550 0.891
C 2.032 -0.972 0.564
C 0.281 1.622 0.707
C 0.675 -1.023 -0.072
N -1.787 1.922 -1.147
N -0.032 0.703 -0.351
N -1.623 -0.268 -1.785
H -1.066 -1.966 0.375
H 0.130 -2.322 1.450
H -0.707 -0.636 1.565
H 2.147 -0.367 1.571
H 2.918 -0.688 -0.175
H 2.265 -1.973 0.749
H -0.391 1.689 1.517
H 1.289 1.496 0.916
H 0.454 2.676 0.338
H 0.638 -1.525 -1.013
H -1.836 2.615 -0.372
H -2.415 2.314 -1.775
H -2.217 -0.045 -2.566
H -0.861 -0.898 -1.866
*
```

Record 8
ORCA calculation (the ωB97M-V functional and the def2-TZVPD basis) on a structure of composition C10H13KN3O8S2 in a non-equilibrium geometry.

Summary:
maximum force	2.4	eV Å⁻¹
energy above the lowest of the compared OMol25 structures with the same formula, charge and spin	0.0	kcal per mole
highest occupied orbital energy	2.221	eV

ORCA input file:
```
! wB97M-V def2-TZVPD RIJCOSX def2/J DEFGRID3
* xyz -3 1
K 0.801 2.354 -0.436
S -0.310 1.508 -3.835
O -1.278 1.097 -2.773
O -0.771 2.794 -4.387
O 1.038 1.598 -3.146
O -0.222 0.441 -4.877
S -2.474 3.327 -0.383
O -2.823 4.406 0.587
O -1.480 3.783 -1.397
O -1.797 2.212 0.405
O -3.678 2.886 -1.113
C 3.095 -1.806 0.752
C 3.112 -0.386 0.418
N 3.111 0.743 0.219
H 2.120 -2.215 0.476
H 3.332 -1.893 1.811
H 3.864 -2.293 0.150
N -1.215 0.670 2.312
C 0.115 0.657 2.449
C 0.493 -0.389 3.269
C -0.719 -1.019 3.663
C -1.754 -0.330 3.062
H -1.732 1.251 1.584
H 0.642 1.487 2.010
H 1.481 -0.690 3.582
H -0.811 -1.875 4.315
H -2.796 -0.585 2.949
N 0.116 -0.684 -1.436
C 1.010 -1.622 -1.831
C 0.683 -2.822 -1.232
C -0.540 -2.603 -0.527
C -0.873 -1.277 -0.732
H 0.076 0.319 -1.684
H 1.852 -1.332 -2.440
H 1.295 -3.714 -1.274
H -1.200 -3.284 -0.010
H -1.763 -0.711 -0.502
*
```

Record 9
ORCA calculation (the ωB97M-V functional and the def2-TZVPD basis) on a structure of composition C17H32BrFN4O2S.

Summary:
maximum force	0.9	eV Å⁻¹
highest occupied orbital energy	-10.553	eV

ORCA input file:
```
! wB97M-V def2-TZVPD RIJCOSX def2/J DEFGRID3
* xyz 0 1
C 3.442 1.049 3.862
C 2.996 0.481 2.518
C 1.826 -0.503 2.632
C 0.559 0.034 3.313
C 0.005 -0.987 4.314
N -0.524 0.310 2.298
Br 0.119 1.132 0.705
S -1.790 1.247 2.872
O -2.897 1.113 1.992
O -1.913 1.050 4.269
F -1.253 2.691 2.713
H 3.528 0.266 4.612
H 4.414 1.524 3.749
H 2.756 1.819 4.206
H 2.788 1.272 1.803
H 3.825 -0.094 2.101
H 1.578 -0.914 1.654
H 2.198 -1.344 3.214
H 0.790 0.954 3.849
H 0.826 -1.487 4.817
H -0.603 -0.516 5.077
H -0.607 -1.717 3.787
C -1.199 -2.849 -2.004
C -1.684 -1.407 -2.115
C -0.877 -0.575 -3.121
C 0.524 -0.497 -2.710
N 1.604 -0.486 -2.312
H -0.164 -2.899 -1.661
H -1.813 -3.396 -1.289
H -1.263 -3.356 -2.969
H -1.633 -0.923 -1.136
H -2.733 -1.399 -2.419
H -1.268 0.441 -3.182
H -0.926 -1.014 -4.118
C 3.382 1.764 -4.318
C 2.911 3.212 -4.390
C 3.821 4.101 -5.245
C 5.181 4.150 -4.707
N 6.243 4.176 -4.267
H 4.365 1.690 -3.852
H 2.692 1.163 -3.726
H 3.446 1.324 -5.316
H 2.849 3.626 -3.382
H 1.904 3.248 -4.812
H 3.438 5.121 -5.285
H 3.872 3.724 -6.267
C -5.383 -1.354 0.410
C -5.068 -1.953 1.776
C -3.667 -2.570 1.841
C -3.513 -3.658 0.879
N -3.382 -4.517 0.124
H -5.374 -2.118 -0.370
H -6.371 -0.896 0.411
H -4.655 -0.585 0.144
H -5.810 -2.713 2.024
H -5.134 -1.177 2.539
H -3.465 -2.967 2.836
H -2.910 -1.814 1.628
*
```